33
Properties=species:S:1:pos:R:3:forces:R:3 method="wB97M-V/def2-TZVPD" smiles=CCC[C@]1(C)P2[C@]1(C)[C@@]2(C)CC multiplicity=1 lumo_ev=0.905
C 3.61335 -0.03174 1.00010 -2.0 0.9 -0.9
C 2.41834 0.38949 0.05273 -0.7 -2.7 1.5
C 1.21512 0.79423 0.91763 0.6 -1.1 0.2
C 0.00985 1.26721 0.11596 -0.6 1.1 -0.8
C 0.26825 2.60973 -0.61968 0.3 1.2 1.7
P -1.53570 1.29290 1.22342 -0.6 -0.1 -1.2
C -1.17656 0.58280 -0.50969 1.4 -0.7 3.6
C -1.67105 0.60359 -1.85023 -3.5 -2.2 -1.6
C -1.67164 -0.44893 0.45716 0.0 -0.8 0.7
C -3.09936 -0.97965 0.21078 0.4 1.8 0.8
C -0.79972 -1.65358 0.82995 1.0 2.0 0.0
C -0.11731 -2.35647 -0.34682 -0.1 -3.9 2.7
H 3.63743 0.65906 1.90673 0.6 -0.6 -1.5
H 4.48816 -0.04549 0.29292 -0.4 -0.6 1.6
H 3.12413 -0.92898 1.38303 1.5 -0.7 0.1
H 2.10734 -0.47379 -0.64042 0.8 1.2 0.9
H 2.73283 1.19576 -0.50400 0.4 1.9 -1.6
H 1.69064 1.65417 1.51523 -1.5 -1.0 -0.3
H 0.83070 -0.08381 1.58577 1.5 2.2 -0.9
H 1.17575 3.02005 -0.13032 -0.3 0.0 -0.7
H -0.52415 3.29276 -0.26772 0.1 0.0 -0.3
H 0.32458 2.77832 -1.71451 0.1 -1.0 0.6
H -2.66600 1.15125 -1.95937 1.3 -0.7 0.0
H -1.91766 -0.55017 -1.99645 0.3 2.4 -0.5
H -1.02555 0.85823 -2.65128 0.8 0.6 -0.5
H -3.50014 -1.69015 1.00321 0.6 1.1 -1.0
H -2.98530 -1.46615 -0.74149 -0.8 -0.5 -0.5
H -3.66947 -0.01468 0.11904 -0.4 -1.3 -0.1
H -0.05583 -1.26551 1.51646 0.2 -0.6 -0.1
H -1.39895 -2.22627 1.49017 -0.6 -1.3 0.2
H -0.82166 -3.05827 -0.84987 0.3 0.9 -0.2
H 0.61082 -3.17257 0.17256 -1.1 2.1 -1.5
H 0.38876 -1.70333 -1.01100 0.5 0.4 -0.6

33
Properties=species:S:1:pos:R:3:forces:R:3 method="wB97M-V/def2-TZVPD" smiles=O.O.O.O.O.O.O.O.O.O.O multiplicity=1 lumo_ev=-0.766
O 0.50889 -1.99128 2.12473 0.2 0.1 -0.1
H -0.12454 -2.29191 2.78819 0.4 -0.1 0.2
H 1.41833 -2.26546 2.32249 -0.5 -0.2 0.5
O 1.84555 -0.15185 -1.57427 1.1 -0.4 -1.1
H 1.35229 -0.06474 -0.77288 -0.6 0.4 0.8
H 2.74509 0.14322 -1.37543 -0.4 -0.1 0.1
O 0.90154 -4.00992 0.27418 0.2 -0.5 -1.4
H 0.77766 -3.32420 0.88959 -0.6 1.8 0.9
H 1.21145 -4.67210 0.85318 0.6 -1.8 0.5
O 0.30790 2.35970 -1.13355 1.0 0.5 -0.4
H 0.50324 2.55331 -2.07474 -0.4 -0.4 1.0
H -0.59013 2.04192 -1.07714 -0.5 0.1 -0.5
O -0.61564 -0.30303 0.16566 0.8 -1.6 0.0
H -0.88094 0.45730 0.63211 -0.8 2.1 0.6
H -0.28749 -0.84382 0.90241 0.1 -0.2 -0.5
O 0.01942 4.15258 1.17825 0.0 -0.8 0.7
H -0.11382 3.16993 1.10875 0.4 1.5 -0.1
H 0.42724 4.32745 2.04336 -0.2 -0.2 -0.5
O -0.91353 -2.60583 -1.24516 -0.2 -0.5 -0.6
H -0.24249 -3.03850 -0.70671 -0.1 -0.1 -0.4
H -1.08650 -1.76810 -0.82978 -0.2 0.6 0.5
O -1.10212 -0.38238 -3.22849 -0.5 0.3 0.4
H -0.60711 -0.49459 -4.03178 0.4 -0.1 -0.3
H -0.72004 -0.97280 -2.56614 0.2 -0.3 -0.2
O -1.76022 2.05257 1.20315 0.1 -1.0 -1.0
H -1.69025 2.21626 2.12449 -0.1 0.4 1.3
H -2.47569 2.58804 0.86491 -0.2 0.4 -0.2
O -2.42437 1.44991 -1.70715 -0.9 1.4 0.1
H -2.25632 1.05185 -0.87136 -0.1 -0.8 0.9
H -1.80107 1.04566 -2.29588 0.5 -0.9 -1.0
O 2.51947 0.12576 1.73303 -1.3 -0.7 -0.1
H 1.86624 -0.56451 2.00230 0.8 1.2 -0.3
H 3.28796 0.00958 2.27970 0.5 -0.1 0.4

14
Properties=species:S:1:pos:R:3:forces:R:3 method="wB97M-V/def2-TZVPD" multiplicity=1 lumo_ev="-0.141 / -0.140"
C 0.79882 1.22728 0.30124 0.1 0.2 0.0
C -1.31517 -1.12305 0.79748 0.3 0.1 -0.5
C -0.17532 -0.96297 0.07885 -0.2 -0.1 0.2
N 0.99949 -1.72841 0.23145 -0.1 -0.2 0.0
C -0.05106 0.34357 -0.65983 -0.1 -0.1 0.0
C -1.44177 0.80836 -0.57880 0.0 -0.1 0.3
O -2.11718 0.13676 0.22596 0.0 0.1 -0.2
H 1.59122 0.58471 0.69776 -0.1 0.2 -0.2
H 1.23527 2.08921 -0.20346 -0.1 0.0 0.0
H 0.18311 1.55472 1.14461 0.1 0.0 -0.1
H 1.24864 -2.20264 -0.63182 0.0 0.1 0.1
H 0.86109 -2.42671 0.95343 0.1 0.0 0.0
H 0.36831 0.35161 -1.67377 -0.1 -0.1 0.2
H -1.92222 1.63771 -1.10094 0.1 0.0 0.1

Calculated energy relative to the best compared isomer or geometry (same formula, charge and spin) (kcal/mol), listed in the same order as above: 24.0, 51.2, 99.9